[1]
{"formula": "C14H40BF3N3O8SV", "method": "wB97M-V/def2-TZVPD", "max_force_ev_per_a": 4.45, "e_homo_ev": [0.65, -1.73], "s_squared": 2.0162, "multiplicity": 3, "total_charge": -2, "symbols": ["O", "V", "B", "H", "H", "H", "H", "C", "F", "F", "F", "S", "O", "O", "O", "C", "O", "H", "H", "H", "C", "C", "C", "O", "C", "N", "H", "H", "H", "H", "H", "H", "H", "H", "H", "H", "H", "C", "C", "C", "O", "C", "N", "H", "H", "H", "H", "H", "H", "H", "H", "H", "H", "H", "C", "C", "C", "O", "C", "N", "H", "H", "H", "H", "H", "H", "H", "H", "H", "H", "H"], "coordinates": [[-12.182, 38.357, -7.296], [-11.329, 39.153, -6.236], [-9.326, 38.916, -7.375], [-9.393, 38.086, -6.689], [-8.356, 38.844, -7.841], [-10.138, 38.810, -8.077], [-9.536, 39.852, -6.880], [-15.007, 40.576, -3.743], [-15.828, 40.440, -4.795], [-14.338, 41.779, -3.742], [-15.681, 40.534, -2.589], [-13.806, 38.987, -3.660], [-12.892, 39.255, -2.576], [-14.653, 37.822, -3.332], [-13.124, 38.955, -4.902], [-12.329, 42.550, -6.953], [-11.810, 41.258, -6.871], [-13.192, 42.668, -7.608], [-12.685, 43.019, -6.036], [-11.639, 43.276, -7.384], [-8.836, 38.921, -2.704], [-9.503, 38.660, -4.055], [-10.309, 37.363, -3.903], [-10.950, 37.130, -5.155], [-11.662, 35.868, -5.166], [-10.406, 39.744, -4.347], [-8.176, 39.787, -2.751], [-8.283, 38.014, -2.459], [-9.553, 39.022, -1.889], [-8.739, 38.568, -4.827], [-10.967, 37.372, -3.034], [-9.644, 36.504, -3.823], [-10.950, 35.083, -4.909], [-12.115, 35.807, -6.155], [-12.447, 35.913, -4.411], [-10.880, 39.974, -3.485], [-9.861, 40.586, -4.468], [-9.360, 41.272, -11.037], [-10.416, 41.658, -10.060], [-11.329, 42.839, -10.602], [-10.506, 43.951, -10.965], [-9.923, 44.599, -9.866], [-11.125, 40.499, -9.589], [-8.785, 42.148, -11.339], [-9.804, 40.804, -11.915], [-8.667, 40.491, -10.727], [-9.822, 41.960, -9.197], [-12.135, 43.145, -9.935], [-11.762, 42.479, -11.535], [-9.302, 45.427, -10.207], [-9.275, 43.912, -9.322], [-10.684, 44.943, -9.166], [-10.472, 39.904, -9.100], [-11.610, 40.919, -8.808], [-14.811, 36.856, -10.337], [-13.381, 37.440, -10.145], [-12.182, 36.481, -10.272], [-12.260, 35.516, -9.248], [-11.124, 34.765, -9.036], [-13.346, 38.598, -11.068], [-14.986, 36.468, -11.341], [-15.541, 37.607, -10.038], [-14.955, 36.024, -9.648], [-13.393, 37.821, -9.124], [-11.273, 37.078, -10.351], [-12.319, 36.032, -11.256], [-10.286, 35.367, -8.686], [-10.722, 34.282, -9.927], [-11.239, 33.979, -8.289], [-14.039, 39.284, -10.801], [-12.480, 39.062, -10.835]]}

[2]
{"formula": "C14H40Br2O16P4", "method": "wB97M-V/def2-TZVPD", "max_force_ev_per_a": 3.00, "smiles": "COP(=O)(OC)OC.COP(=O)(OC)OC.COP(=O)(OC)OC.COP(=O)(OC)OC.BrCCBr", "e_homo_ev": -9.99, "multiplicity": 1, "total_charge": 0, "symbols": ["C", "O", "P", "O", "O", "C", "O", "C", "H", "H", "H", "H", "H", "H", "H", "H", "H", "C", "O", "P", "O", "O", "C", "O", "C", "H", "H", "H", "H", "H", "H", "H", "H", "H", "C", "O", "P", "O", "O", "C", "O", "C", "H", "H", "H", "H", "H", "H", "H", "H", "H", "C", "O", "P", "O", "O", "C", "O", "C", "H", "H", "H", "H", "H", "H", "H", "H", "H", "Br", "C", "C", "Br", "H", "H", "H", "H"], "coordinates": [[2.983, 1.490, -0.530], [2.557, 0.351, 0.186], [3.473, -0.584, 1.097], [2.729, -1.774, 1.497], [4.752, -0.838, 0.202], [5.251, -2.115, -0.078], [4.120, 0.301, 2.202], [3.345, 0.754, 3.297], [3.071, 2.355, 0.069], [2.174, 1.594, -1.245], [3.824, 1.294, -1.071], [6.081, -2.448, 0.599], [5.712, -2.088, -1.107], [4.424, -2.873, -0.123], [3.917, 1.376, 3.920], [2.852, -0.032, 3.843], [2.504, 1.326, 2.868], [0.649, -2.972, 3.346], [-0.230, -2.680, 4.412], [-0.679, -1.240, 4.859], [-1.688, -1.210, 5.914], [-0.982, -0.399, 3.524], [-2.104, -0.723, 2.754], [0.691, -0.587, 5.285], [0.649, 0.712, 5.865], [0.550, -4.008, 3.168], [1.630, -2.677, 3.679], [0.331, -2.378, 2.467], [-2.157, -0.088, 1.861], [-3.081, -0.703, 3.232], [-1.985, -1.730, 2.390], [0.200, 1.475, 5.261], [1.641, 1.021, 6.208], [-0.035, 0.641, 6.792], [-2.420, -4.990, -7.576], [-3.005, -3.715, -7.246], [-2.122, -2.447, -6.872], [-0.866, -2.809, -6.153], [-3.137, -1.451, -6.127], [-3.580, -1.901, -4.819], [-1.836, -1.594, -8.186], [-2.881, -1.160, -9.103], [-2.722, -5.748, -6.846], [-1.294, -4.925, -7.513], [-2.733, -5.344, -8.574], [-4.580, -2.310, -4.917], [-3.559, -1.012, -4.163], [-2.965, -2.757, -4.497], [-2.411, -0.999, -10.059], [-3.348, -0.240, -8.725], [-3.641, -1.913, -9.200], [0.243, 4.361, 5.540], [-0.516, 3.917, 4.405], [-0.586, 4.719, 3.064], [0.734, 5.258, 2.686], [-1.255, 3.718, 2.070], [-0.387, 2.681, 1.615], [-1.846, 5.630, 3.385], [-2.306, 6.618, 2.392], [1.266, 4.579, 5.251], [0.095, 3.525, 6.238], [-0.198, 5.226, 6.035], [0.506, 3.133, 1.272], [-0.865, 2.313, 0.736], [-0.136, 1.968, 2.401], [-3.395, 6.586, 2.465], [-2.032, 6.351, 1.361], [-1.870, 7.585, 2.624], [-1.297, -1.491, -0.958], [-0.294, -2.193, -2.358], [0.972, -1.412, -2.586], [0.668, 0.351, -3.303], [-0.819, -2.242, -3.346], [0.046, -3.184, -2.064], [1.602, -1.917, -3.313], [1.606, -1.306, -1.681]]}

[3]
{"formula": "C14H40FeO7", "method": "wB97M-V/def2-TZVPD", "max_force_ev_per_a": 3.89, "e_homo_ev": [-6.82, -8.95], "s_squared": 12.0195, "multiplicity": 7, "total_charge": 0, "symbols": ["Fe", "C", "C", "O", "H", "H", "H", "H", "H", "C", "C", "O", "H", "H", "H", "H", "H", "C", "C", "O", "H", "H", "H", "H", "H", "H", "C", "C", "O", "H", "H", "H", "H", "H", "H", "C", "C", "O", "H", "H", "H", "H", "H", "H", "C", "C", "O", "H", "H", "H", "H", "H", "H", "C", "C", "O", "H", "H", "H", "H", "H", "H"], "coordinates": [[-26.320, 25.079, -12.941], [-29.771, 27.549, -11.937], [-29.577, 26.144, -12.370], [-28.205, 25.760, -12.525], [-29.302, 27.690, -10.963], [-30.815, 27.754, -11.702], [-29.398, 28.129, -12.781], [-29.990, 25.955, -13.361], [-30.179, 25.402, -11.845], [-26.895, 26.569, -9.168], [-25.683, 26.793, -10.143], [-25.594, 25.758, -11.091], [-26.730, 27.205, -8.298], [-26.808, 25.520, -8.888], [-27.807, 26.826, -9.708], [-24.754, 26.781, -9.575], [-25.731, 27.797, -10.564], [-28.760, 28.509, -5.656], [-28.039, 29.647, -4.984], [-28.943, 30.359, -4.176], [-28.804, 27.594, -5.065], [-28.280, 28.264, -6.604], [-29.747, 28.734, -6.059], [-27.613, 30.416, -5.628], [-27.289, 29.198, -4.332], [-29.511, 30.842, -4.781], [-27.698, 30.406, -8.975], [-27.673, 31.762, -9.661], [-26.782, 32.702, -9.009], [-27.754, 30.466, -7.888], [-26.786, 29.809, -8.991], [-28.539, 29.747, -9.189], [-28.691, 32.151, -9.698], [-27.439, 31.511, -10.695], [-27.142, 33.039, -8.185], [-24.670, 23.335, -7.073], [-25.306, 23.082, -8.415], [-24.484, 23.422, -9.524], [-23.779, 22.763, -6.813], [-25.362, 22.953, -6.322], [-24.514, 24.403, -6.920], [-26.282, 23.565, -8.424], [-25.555, 22.026, -8.527], [-24.932, 24.207, -9.847], [-24.300, 28.687, -14.704], [-25.399, 28.258, -13.635], [-26.056, 27.032, -13.959], [-23.385, 28.135, -14.488], [-24.077, 29.753, -14.735], [-24.719, 28.524, -15.697], [-26.193, 29.001, -13.551], [-24.868, 28.276, -12.684], [-26.606, 27.294, -14.701], [-20.604, 25.768, -12.080], [-21.936, 25.688, -11.303], [-22.584, 24.418, -11.414], [-20.621, 25.046, -12.897], [-19.696, 25.472, -11.554], [-20.488, 26.748, -12.542], [-22.511, 26.521, -11.708], [-21.712, 25.944, -10.267], [-23.255, 24.679, -12.049]]}

[4]
{"formula": "C14H40O6", "method": "wB97M-V/def2-TZVPD", "max_force_ev_per_a": 5.23, "smiles": "CC(C)O.CC(C)O.CC(C)O.CC(C)O.CO.CO", "e_homo_ev": -9.60, "multiplicity": 1, "total_charge": 0, "symbols": ["C", "O", "H", "H", "H", "H", "C", "O", "H", "H", "H", "H", "C", "C", "C", "O", "H", "H", "H", "H", "H", "H", "H", "H", "C", "C", "C", "O", "H", "H", "H", "H", "H", "H", "H", "H", "C", "C", "C", "O", "H", "H", "H", "H", "H", "H", "H", "H", "C", "C", "C", "O", "H", "H", "H", "H", "H", "H", "H", "H"], "coordinates": [[-1.195, 4.188, 0.241], [-0.819, 3.871, -0.985], [-0.376, 3.975, 0.928], [-1.626, 5.188, 0.278], [-1.936, 3.418, 0.457], [-0.538, 2.953, -0.981], [0.689, -0.170, 0.482], [-0.163, 0.745, -0.203], [1.161, -0.808, -0.264], [1.443, 0.356, 1.069], [0.187, -0.911, 1.104], [0.087, 0.642, -1.123], [-2.687, -0.590, -2.744], [-3.837, -1.167, -1.845], [-4.736, -0.181, -1.072], [-4.671, -2.022, -2.696], [-2.075, -1.439, -3.050], [-2.146, 0.155, -2.161], [-3.078, -0.141, -3.656], [-3.244, -1.748, -1.139], [-5.692, -0.569, -0.721], [-5.097, 0.597, -1.745], [-4.135, 0.200, -0.247], [-5.112, -2.675, -2.147], [1.772, 0.629, -4.500], [2.695, 0.970, -3.287], [3.882, 1.987, -3.594], [1.786, 1.464, -2.317], [1.076, -0.157, -4.206], [2.404, 0.111, -5.221], [1.308, 1.519, -4.924], [2.827, -0.031, -2.876], [4.424, 2.159, -2.665], [3.443, 2.908, -3.979], [4.516, 1.528, -4.353], [1.559, 2.374, -2.521], [0.854, -4.817, 1.533], [-0.225, -4.413, 0.519], [0.239, -3.747, -0.745], [-0.962, -5.555, 0.097], [1.566, -3.993, 1.586], [1.286, -5.775, 1.242], [0.432, -5.003, 2.520], [-0.881, -3.801, 1.138], [-0.513, -3.232, -1.342], [0.765, -4.428, -1.414], [1.002, -3.035, -0.428], [-0.412, -6.240, -0.289], [1.044, 1.796, 3.847], [0.933, 2.513, 5.212], [1.233, 1.693, 6.436], [1.823, 3.545, 5.228], [0.491, 2.361, 3.096], [0.492, 0.859, 3.930], [2.003, 1.522, 3.406], [-0.115, 2.801, 5.289], [2.308, 1.557, 6.548], [0.876, 0.667, 6.525], [0.937, 2.146, 7.382], [2.729, 3.250, 5.347]]}

[5]
{"formula": "C14H41BN3O8P2", "method": "wB97M-V/def2-TZVPD", "max_force_ev_per_a": 5.02, "e_homo_ev": -4.05, "multiplicity": 1, "total_charge": -1, "symbols": ["B", "C", "C", "N", "N", "N", "H", "H", "H", "H", "H", "H", "H", "H", "H", "H", "H", "O", "P", "O", "C", "C", "O", "C", "C", "O", "C", "C", "H", "H", "H", "H", "H", "H", "H", "H", "H", "H", "H", "H", "H", "H", "H", "O", "P", "O", "C", "C", "O", "C", "C", "O", "C", "C", "H", "H", "H", "H", "H", "H", "H", "H", "H", "H", "H", "H", "H", "H", "H"], "coordinates": [[6.107, 0.753, -0.029], [7.506, 1.101, -0.869], [7.346, 1.520, -2.334], [6.749, 0.395, -3.061], [6.463, 2.687, -2.429], [8.627, 1.927, -2.953], [5.156, 0.584, -0.799], [6.234, -0.271, 0.646], [5.788, 1.713, 0.687], [8.061, 1.885, -0.344], [8.132, 0.193, -0.890], [6.868, 0.553, -4.057], [7.203, -0.469, -2.794], [6.619, 3.121, -3.339], [5.507, 2.349, -2.442], [9.400, 1.464, -2.496], [8.740, 2.931, -2.893], [2.455, 0.500, 1.155], [1.276, 1.075, 0.501], [1.303, 2.623, 1.025], [2.473, 3.398, 0.705], [2.558, 3.789, -0.758], [-0.025, 0.533, 1.286], [0.026, -0.675, 2.045], [0.191, -0.368, 3.521], [0.611, 1.329, -0.913], [-0.771, 1.647, -1.121], [-1.238, 2.942, -0.495], [3.369, 2.842, 0.993], [2.416, 4.289, 1.332], [2.684, 2.913, -1.394], [3.413, 4.447, -0.914], [1.649, 4.303, -1.081], [0.828, -1.326, 1.699], [-0.918, -1.196, 1.868], [0.982, 0.366, 3.670], [0.436, -1.273, 4.079], [-0.731, 0.053, 3.931], [-1.392, 0.811, -0.797], [-0.872, 1.710, -2.206], [-1.281, 2.872, 0.590], [-2.241, 3.161, -0.868], [-0.576, 3.767, -0.753], [-3.008, -2.771, 0.434], [-4.458, -2.851, 0.571], [-5.256, -2.226, -0.657], [-4.984, -2.695, -1.988], [-5.538, -4.081, -2.256], [-4.958, -1.813, 1.689], [-4.021, -1.156, 2.551], [-3.732, 0.248, 2.066], [-5.241, -4.139, 1.010], [-6.491, -4.137, 1.721], [-7.636, -3.491, 0.977], [-3.906, -2.670, -2.164], [-5.443, -1.969, -2.657], [-5.046, -4.832, -1.637], [-5.388, -4.346, -3.302], [-6.605, -4.120, -2.033], [-3.102, -1.737, 2.627], [-4.475, -1.132, 3.543], [-3.527, 0.261, 0.995], [-2.869, 0.665, 2.588], [-4.590, 0.899, 2.239], [-6.351, -3.684, 2.702], [-6.710, -5.191, 1.890], [-7.512, -2.411, 0.908], [-8.563, -3.695, 1.516], [-7.724, -3.888, -0.033]]}

[6]
{"formula": "C14H41BrN7O5", "method": "wB97M-V/def2-TZVPD", "max_force_ev_per_a": 5.91, "e_homo_ev": -4.47, "multiplicity": 1, "total_charge": -1, "symbols": ["Br", "C", "O", "N", "N", "H", "H", "H", "H", "C", "O", "N", "N", "H", "H", "H", "H", "C", "C", "C", "O", "C", "N", "H", "H", "H", "H", "H", "H", "H", "H", "H", "H", "H", "C", "C", "C", "O", "C", "N", "H", "H", "H", "H", "H", "H", "H", "H", "H", "H", "H", "C", "C", "C", "O", "C", "N", "H", "H", "H", "H", "H", "H", "H", "H", "H", "H", "H"], "coordinates": [[2.434, 1.176, -0.613], [-3.411, 1.995, 0.946], [-3.003, 1.390, 1.930], [-4.598, 2.533, 0.920], [-2.790, 2.234, -0.135], [-5.190, 2.496, 1.737], [-4.896, 2.996, 0.072], [-1.827, 1.953, -0.250], [-3.363, 2.583, -0.889], [5.951, -1.125, -4.138], [6.919, -1.592, -4.677], [4.743, -1.530, -4.362], [6.038, -0.344, -3.032], [4.469, -1.989, -5.220], [4.059, -1.101, -3.755], [5.219, 0.092, -2.634], [6.967, -0.244, -2.648], [-1.554, 1.218, -6.494], [-1.159, 0.412, -5.247], [-1.543, -1.041, -5.270], [-2.958, -1.255, -5.553], [-3.848, -0.809, -4.478], [0.229, 0.500, -5.134], [-2.624, 1.425, -6.501], [-1.304, 0.810, -7.474], [-0.985, 2.143, -6.599], [-1.680, 0.940, -4.449], [-1.309, -1.501, -4.309], [-1.014, -1.576, -6.059], [-3.365, 0.001, -3.932], [-4.071, -1.629, -3.795], [-4.669, -0.269, -4.951], [0.333, 1.497, -5.255], [0.491, 0.420, -4.162], [3.637, 0.773, 4.717], [2.609, 1.858, 5.132], [3.177, 3.300, 5.003], [2.176, 4.197, 5.171], [2.582, 5.557, 5.460], [1.455, 1.918, 4.238], [3.152, -0.203, 4.739], [4.470, 0.874, 5.413], [4.110, 0.923, 3.747], [2.248, 1.619, 6.133], [3.437, 3.407, 3.949], [3.918, 3.467, 5.784], [3.036, 5.598, 6.450], [1.772, 6.283, 5.390], [3.193, 5.933, 4.640], [1.806, 2.099, 3.309], [1.065, 2.829, 4.431], [-0.828, -4.805, 1.789], [-1.227, -3.447, 1.299], [-2.778, -3.163, 1.370], [-3.218, -3.077, 2.712], [-4.008, -4.106, 3.175], [-0.398, -2.331, 1.815], [-0.956, -4.727, 2.869], [0.217, -4.791, 1.479], [-1.399, -5.627, 1.359], [-1.049, -3.561, 0.229], [-3.260, -3.911, 0.741], [-3.185, -2.268, 0.899], [-5.056, -4.073, 2.878], [-3.983, -3.994, 4.259], [-3.641, -5.080, 2.850], [0.547, -2.684, 1.852], [-0.309, -1.598, 1.126]]}